This record from OMol25 describes a molecular structure, C30H39AsN4O5STl. The level of theory is ωB97M-V/def2-TZVPD.

XYZ file:
```
81
Properties=species:S:1:pos:R:3:forces:R:3
C -2.593331 -1.367141 2.538848 -0.1 0.0 -0.2
H 1.667324 4.067449 2.747590 0.1 0.0 0.0
H -2.541931 -3.948810 -4.333881 0.0 0.0 0.0
H 3.926089 -1.158744 -4.799314 0.0 0.0 0.0
H -2.762527 -0.320946 2.797674 0.1 0.0 0.0
C 3.513323 -1.125734 -3.799880 0.2 -0.1 0.0
C -1.781187 -1.439011 -6.467991 0.0 -0.1 0.0
S -0.800149 0.405107 -3.034753 0.2 -0.4 0.0
As -2.507751 -1.402565 0.576669 0.0 -0.2 0.5
C -2.801929 4.026277 2.400503 0.0 -0.2 0.2
H -2.530406 -3.415241 -0.946657 0.0 0.0 0.0
H 5.514301 -2.050776 -0.361056 0.0 0.0 0.0
N 0.865247 3.691444 2.261840 0.0 0.0 0.0
C 2.590491 -1.141428 1.062199 0.0 0.0 -0.1
H -2.026347 3.363373 4.322979 0.0 0.0 0.0
C -1.317732 2.437388 1.146547 -0.2 0.1 0.1
H -6.204317 -1.234324 -0.574885 0.0 0.0 0.0
C 2.184718 -0.700222 -3.636003 -0.3 0.1 0.2
C 3.914753 -1.588658 0.971167 0.1 0.0 0.0
C -1.345007 -0.795082 -4.213461 0.1 0.2 0.1
H -3.978455 -0.142391 -0.992193 0.0 0.0 0.0
C 4.485696 -1.726372 -0.263847 0.0 0.0 0.1
H -3.530910 -3.306173 2.854400 0.0 0.0 0.0
C -2.206397 -2.976187 -4.672421 0.0 0.0 0.0
H 0.494482 5.175717 -0.116981 0.0 0.0 0.0
H -3.783970 3.350360 4.196938 0.0 0.0 0.0
O 2.147573 1.963807 1.536647 -0.1 0.0 0.0
H -5.001468 -2.445130 -1.006093 0.0 0.0 0.0
H -2.049625 -3.778993 -7.880369 0.0 0.0 0.0
C -2.861445 3.152752 3.652380 0.0 0.1 -0.1
H -3.373059 -3.779318 0.554924 0.0 0.1 0.0
C -3.671149 -2.263455 3.140414 0.1 0.1 -0.1
C -0.327379 4.377165 2.413668 -0.1 -0.1 0.0
H -1.187282 -3.932043 1.774930 0.0 0.0 0.0
H -1.744001 -2.244146 -2.697787 0.0 -0.1 0.0
H -4.666755 -1.948001 2.829846 0.0 0.0 0.0
H -3.628898 -2.207665 4.227646 0.0 0.0 0.0
O -2.268123 1.713869 0.839096 0.2 0.2 -0.1
H -4.479665 0.098539 0.674158 0.1 0.0 0.0
H -5.499907 -2.252743 0.677377 0.0 0.0 0.0
C 1.611474 -0.657660 -2.385331 0.3 -0.1 -0.3
C -1.342019 -0.486686 -5.563963 0.1 0.1 0.0
C -1.505984 3.866684 1.596835 -0.1 0.2 0.0
C -2.222282 -2.689712 -6.037422 0.0 0.1 0.0
C -0.391153 4.787039 -0.619109 -0.1 -0.1 0.2
H -3.697769 -3.376315 -7.420763 0.0 0.0 0.0
H -2.878317 5.072317 2.694060 0.0 0.0 -0.1
N -0.057562 1.954903 0.997093 -0.4 -0.8 -0.3
H 4.464921 -1.800377 1.876580 0.0 0.0 0.0
H -3.637525 3.786880 1.742620 0.0 0.1 0.0
H -1.813044 5.766184 0.659039 -0.1 0.0 0.1
H -1.604109 -1.643611 2.906698 0.0 0.0 0.0
H -0.159220 3.803609 -1.027828 0.0 0.0 0.0
H -2.855214 -4.676954 -6.582257 0.0 0.0 0.0
H -0.315273 -3.428231 0.320856 0.0 -0.1 0.0
C -1.201132 -3.955422 0.684502 -0.1 0.1 0.0
C -5.284130 -1.716355 -0.246273 0.1 0.0 0.0
C 2.408253 -0.995957 -1.245809 0.3 -0.1 -0.2
C 1.064129 2.500631 1.585375 0.2 0.0 -0.1
H 2.125838 -0.980046 2.026517 0.0 0.0 0.0
H -1.790111 -1.211798 -7.526735 0.0 0.0 0.0
Tl -0.358945 0.026137 -0.077250 0.1 0.0 0.6
C -2.728212 -3.694091 -7.031988 0.0 0.0 0.0
O -0.395381 5.343856 3.128757 0.0 0.0 -0.1
H -1.122906 -4.994476 0.368053 0.0 0.0 0.0
O -0.295616 1.551945 -3.720613 0.1 0.0 -0.2
H -0.998221 0.488799 -5.883241 0.0 0.0 0.0
C -4.202378 -0.657920 -0.059386 0.2 0.0 -0.1
H -0.604556 5.444264 -1.460939 0.0 0.0 0.0
H -2.844430 2.093120 3.394070 0.0 0.0 0.0
H 1.599971 -0.397648 -4.494574 0.0 0.0 0.0
H 5.299130 -1.832093 -2.869516 0.0 0.0 0.0
N 1.867237 -0.878927 -0.003569 -0.3 0.1 0.2
C -1.771188 -2.032568 -3.759992 0.0 -0.1 0.1
C 3.747180 -1.419274 -1.426709 -0.3 0.1 0.1
C -2.478140 -3.320191 0.137659 0.3 0.3 0.0
C 4.280458 -1.494607 -2.730794 0.1 0.0 -0.2
C -1.604747 4.753938 0.309724 0.1 0.0 -0.1
O -1.868935 0.598835 -2.051750 -0.1 0.1 -0.2
H -2.476169 4.404839 -0.247391 0.0 0.0 0.1
N 0.296432 -0.348462 -2.112195 -0.6 0.4 0.1
```
Forces are in eV/Å.

As for the charge: +1. The orbital gap is 7.44 eV. The value obtained for the lowest unoccupied orbital energy is -0.1228 Ha. The HOMO energy is -10.8 eV.

---

This record from OMol25 describes a molecular structure, C4H10NOP in a non-equilibrium geometry. The level of theory is ωB97M-V/def2-TZVPD.

XYZ file:
```
17
Properties=species:S:1:pos:R:3:forces:R:3
H -2.431423 1.937078 -0.406242 0.0 0.1 0.1
C 0.996051 -2.684807 -1.005466 -0.1 0.1 -0.2
H -0.133493 3.254836 1.055392 0.0 0.1 0.0
C 0.237894 2.229958 1.019544 0.0 -0.2 -0.3
H -2.092249 0.471806 -1.349069 0.0 0.0 0.0
H -1.930005 0.440379 0.421424 0.0 0.0 0.0
H -0.264636 1.640558 1.784576 0.0 0.0 0.0
C -1.803664 1.047074 -0.473310 0.4 -0.2 -0.1
P -0.061482 1.589855 -0.688357 1.3 -2.6 0.8
H 0.665268 -3.038397 -0.029914 0.0 0.0 0.0
N 0.962098 -0.378108 -0.301289 -1.4 3.9 0.2
H 2.081282 -2.747177 -1.047076 0.1 0.0 0.0
H 0.563827 -3.308305 -1.782003 0.0 0.0 0.0
O -0.191721 -0.887343 -2.111496 -0.4 -0.2 -0.6
C 0.543177 -1.243441 -1.202605 0.2 -0.8 0.0
H 1.598961 -0.587202 0.446106 0.0 -0.2 0.1
H 1.307415 2.256347 1.217022 0.1 0.0 0.0
```
Forces are in eV/Å.

As for the charge: 0. The orbital gap is 9.53 eV. The relative energy (zero: lowest compared OMol25 entry of this formula, charge and spin) is 21.7 kcal/mol. The value obtained for the lowest unoccupied orbital energy is 0.0180 Ha. The HOMO energy is -9.0 eV.

---

This record from OMol25 describes a molecular structure, C19H34BO10PS in a non-equilibrium geometry. The level of theory is ωB97M-V/def2-TZVPD.

XYZ file:
```
66
Properties=species:S:1:pos:R:3:forces:R:3
C 1.974258 -0.099408 1.152907 -2.0 0.3 -1.2
C 2.163496 0.067456 -0.278434 -1.5 0.1 0.9
O -2.732806 -0.527371 3.538820 -2.4 0.1 0.2
C 0.062743 -4.925521 1.184835 -0.1 -0.1 -1.1
H 5.247868 4.549630 -4.664338 0.0 0.1 0.1
H 0.856356 -4.822224 -0.918546 -0.3 -0.7 0.8
C -4.043946 -1.343310 1.753791 0.7 -1.6 1.0
H -4.788686 -0.779111 -2.012802 0.4 -0.6 -0.7
P 5.029700 4.368996 -1.658701 -8.6 1.0 -0.3
H 1.146512 0.524959 -2.209114 0.0 -0.1 1.0
H -2.704129 0.782906 0.682264 0.6 -0.7 0.7
H -2.040825 -0.031480 -1.944353 0.4 0.7 0.5
H 0.882218 -4.189071 1.411976 -1.0 -0.7 0.3
H 6.779900 4.303867 -3.781391 0.0 0.0 -0.2
H 2.577145 4.557506 -0.541612 0.2 0.0 -0.1
H 2.284890 2.843629 -0.206646 0.2 -0.1 -0.1
H 0.458351 -0.132981 2.773567 0.4 0.3 -1.1
H 2.785561 -0.337536 1.875281 -0.6 0.3 -0.9
O 4.120930 5.377205 -2.334354 1.7 0.3 -0.2
H -0.047173 -5.702593 1.978691 0.3 0.7 -0.5
H 6.227157 6.880509 0.559985 0.0 -0.2 0.0
C -4.198713 -1.694457 -2.252130 0.5 -0.7 0.9
C 1.021185 0.385198 -1.112754 -0.6 -0.3 1.9
H -5.530829 -3.375281 -0.461077 -0.5 0.5 0.3
O 5.113347 3.331156 -2.992931 2.9 0.1 1.8
C 3.020664 3.645150 -0.140596 -0.2 0.2 0.6
O -1.121675 -2.742412 1.079612 -1.4 -0.4 0.9
H -2.187644 -2.942990 2.929845 0.4 0.5 -0.8
O -4.884792 -0.260807 2.207389 1.7 -0.4 1.4
H -0.999797 1.329081 -2.483043 -0.4 -0.5 0.9
O -4.366333 1.478587 3.837014 1.0 -1.6 -0.2
O 5.235070 5.272864 -0.239247 2.8 -1.5 -1.0
C -2.559259 -0.953117 2.123368 -0.2 0.8 0.1
H 6.096737 2.994069 -4.761891 0.0 0.0 0.2
H -4.250794 -2.155185 2.526642 0.2 0.3 -1.0
C -0.562110 0.291814 0.879915 1.8 0.0 -2.1
H 1.287345 -6.375805 -0.058969 -0.7 0.6 -0.2
H -3.166971 -3.243733 -1.086770 -0.1 1.0 0.1
C 0.629898 0.018307 1.676199 -0.5 0.1 -0.6
C -2.002728 0.378883 1.461892 0.9 0.2 -0.4
H -0.756241 -1.874584 2.937150 -0.8 -0.3 -0.6
B -4.362131 -2.087985 0.359868 -1.3 0.2 -1.0
H 3.276851 3.797111 0.909915 -0.1 0.0 -0.1
C -3.424071 -2.149743 -0.935602 0.5 -0.7 -0.1
C -0.340432 0.504613 -0.566136 1.3 -0.4 0.8
O 4.184729 3.246656 -0.856670 1.0 -0.3 -0.5
C -1.474405 0.856660 -1.575806 0.6 0.6 -0.2
C 0.489880 -5.603788 -0.194470 -0.4 0.4 0.3
H 5.030883 7.282867 -0.684522 0.0 -0.1 -0.2
C -1.314084 -4.158131 0.960404 1.1 -0.7 -1.2
H -1.582150 -4.344995 -0.120382 0.1 0.3 1.1
H -2.161059 -4.573979 1.561917 0.7 0.6 -0.1
C 5.805987 6.572169 -0.396929 0.0 0.4 0.2
H 6.597856 6.562252 -1.145616 0.0 0.2 0.0
H 3.176315 -0.047279 -0.717729 -0.9 0.2 0.3
O -4.976981 -0.685999 4.779415 1.3 -0.1 -1.6
H -0.427032 -6.046963 -0.667593 1.0 0.0 0.4
H -2.429201 -1.644787 -0.801503 -1.1 -0.4 -0.1
H -4.865435 -2.553509 -2.543075 0.4 1.1 0.1
H -2.183383 1.639379 -1.185020 0.6 -0.9 -0.3
C -1.623506 -2.204070 2.293923 0.5 0.7 0.9
H -3.439670 -1.552477 -3.058198 -0.9 0.1 0.5
S -4.274628 0.035890 3.742898 -1.6 2.1 0.3
O -5.619522 -2.722388 0.259929 2.0 0.1 0.2
H -1.973346 1.174009 2.258494 -0.2 -0.9 -0.7
C 5.852654 3.831694 -4.108951 0.1 0.1 -0.3
```
Forces are in eV/Å.

As for the charge: 0. The orbital gap is 7.08 eV. The relative energy (zero: lowest compared OMol25 entry of this formula, charge and spin) is 103.0 kcal/mol. The value obtained for the lowest unoccupied orbital energy is -0.0674 Ha. The HOMO energy is -8.9 eV.

---

This record from OMol25 describes a molecular structure, C48H44N6OPS2Ti in a non-equilibrium geometry. The level of theory is ωB97M-V/def2-TZVPD.

XYZ file:
```
103
Properties=species:S:1:pos:R:3:forces:R:3
C -5.137360 2.068093 2.254404 0.0 -0.1 0.0
C 0.777994 0.586558 7.254889 0.0 0.0 0.0
H -4.989331 -1.341707 2.496408 0.0 0.0 0.0
Ti 0.068771 1.317516 0.363874 0.4 0.6 -0.2
H 0.323654 4.025983 -4.110270 0.0 0.0 0.0
C -3.900329 -1.952799 5.642933 0.0 0.0 0.0
H 4.417081 -0.749714 -5.311686 0.0 0.0 0.0
C -4.778460 -1.631878 4.620202 0.0 0.0 0.0
N 1.678946 2.222886 1.226724 -0.4 -0.2 -0.3
H 2.089478 -3.470120 -0.677138 0.0 0.0 0.0
H 3.436987 -3.516451 -3.910995 0.0 0.0 0.0
N -2.888067 0.584888 1.509419 -0.1 -0.1 0.3
C -2.733186 4.725324 1.024659 0.0 0.0 0.0
H -1.885952 -4.443315 -1.901681 0.0 0.0 0.0
C 1.982157 0.987510 6.684828 0.0 0.0 0.0
C -2.065436 -2.088685 4.066217 -0.1 0.0 -0.1
N 0.824220 2.679572 -1.071932 0.1 -0.6 0.8
C -2.964676 -1.758109 3.041454 0.0 0.0 0.2
C -2.789178 1.982116 1.266005 -0.1 0.3 -0.1
C 2.174560 4.225862 -2.968004 0.1 0.0 0.0
C 0.148082 -4.127738 -1.284938 0.0 0.0 0.0
S 0.334997 -0.116441 -3.043843 -0.1 0.0 0.1
C 2.093934 -5.008803 -4.696244 0.0 -0.1 0.0
C 2.885258 0.750140 -7.941527 0.0 0.0 0.0
O 0.056784 0.807348 2.306025 0.1 0.2 0.2
H 2.858765 1.119101 7.307701 0.0 0.0 0.0
H -1.872927 -2.430749 6.161333 0.0 0.0 0.0
C 1.500857 -2.707626 -4.290511 0.0 0.0 0.0
H -5.825886 -1.457460 4.830353 0.0 0.0 0.0
C -0.611974 -2.302223 3.758040 0.1 -0.1 0.0
C -4.311992 -1.551197 3.316107 0.1 0.0 0.0
C 3.900481 0.181990 -7.184282 0.0 0.0 0.0
N -2.473346 -1.666694 1.713203 -0.1 0.1 -0.1
H -0.785064 4.449518 0.194248 0.0 0.0 0.0
P 1.958316 -1.003267 -3.763270 0.2 0.0 0.2
C -1.645974 2.561587 0.717661 0.1 -0.3 0.0
H 4.910185 0.136048 -7.575310 0.0 0.0 0.0
C 0.244117 3.024678 -2.237277 -0.2 0.1 -0.6
H -0.202769 -1.452824 3.204637 0.0 0.0 0.0
H 0.803504 1.274700 -8.002039 0.0 0.0 0.0
N 1.945356 2.059089 2.566133 -0.2 -0.4 0.2
C -2.561158 -2.188707 5.359728 0.0 0.0 0.0
C 2.065604 1.220979 5.323390 -0.1 0.0 -0.1
S 3.623461 -1.084098 -2.682859 -0.1 0.0 0.0
C 3.629642 -0.322471 -5.920672 0.0 0.0 0.0
C -0.340042 0.416421 6.452249 0.0 0.0 0.0
H 0.533381 -6.269686 -5.464145 0.0 0.0 0.0
C 2.783704 3.912238 -1.791226 0.0 0.0 0.0
H -4.253762 -2.022586 6.663842 0.0 0.0 0.0
C 2.557105 2.924247 0.493201 0.0 0.2 -0.3
C 1.032236 -3.234886 -0.704437 0.0 0.0 0.0
H 2.833854 -5.800637 -4.673795 0.0 0.0 0.0
H 2.701244 4.787981 -3.728880 0.0 0.0 0.0
H 3.930414 4.501983 0.994394 0.0 0.0 0.0
H -0.752329 2.627133 -2.387810 0.0 0.0 -0.1
H 0.336285 0.394357 -5.734569 0.0 0.0 0.0
H -1.146168 -4.448839 -5.498103 0.0 0.0 0.0
C 0.619850 -1.997233 -0.210118 0.0 -0.2 -0.1
H 3.097178 1.147663 -8.927217 0.0 0.0 0.0
H -1.802847 -2.382601 1.472015 0.0 0.0 0.0
C -1.616791 -2.553312 -0.932079 0.1 0.0 0.1
H 1.614871 -0.073443 -0.196653 0.1 -0.1 -0.1
H 4.699905 3.021502 0.430034 0.0 0.0 0.0
H -0.038278 -2.420325 4.676312 0.0 0.0 0.0
C 1.000568 1.315757 3.056611 0.0 0.0 -0.1
H 2.993264 1.536974 4.865668 0.0 0.0 0.0
N -1.248195 -0.413015 0.147349 -0.1 0.2 0.3
C 0.209601 -2.977770 -4.733246 0.0 0.0 0.0
H 3.991650 3.086862 2.049330 0.0 0.0 0.0
H -5.570947 1.343440 1.558794 0.0 0.0 0.0
C -3.909335 2.723593 1.681966 0.1 0.0 -0.1
C 0.844485 3.799089 -3.191453 -0.2 -0.2 0.2
H 0.510367 -5.066528 -1.685131 0.0 0.0 0.0
C -1.657225 3.956713 0.612235 0.0 0.0 -0.1
C 0.805505 -5.271934 -5.139769 0.0 0.0 0.0
C 2.341009 -0.264380 -5.401880 0.0 0.0 0.0
H -3.519153 0.358986 2.260309 0.0 0.0 0.0
H -4.934292 1.536107 3.191941 0.0 0.0 0.0
C -2.167882 -0.466728 1.086799 0.2 -0.2 -0.2
H -5.897502 2.816044 2.477395 0.0 0.0 0.0
C 1.666434 -1.056468 0.306186 -0.1 0.3 -0.1
C 0.942604 1.047966 4.510624 0.1 0.0 0.1
H 3.800817 4.219092 -1.584799 0.0 0.0 0.0
C -0.733573 -1.666597 -0.309176 -0.2 -0.2 -0.1
H -4.707611 4.692207 1.875210 0.0 0.0 0.0
C -0.258532 0.642935 5.086512 0.1 0.0 0.0
H -2.650435 -2.251974 -1.050817 0.0 0.0 0.0
C 2.081087 3.173994 -0.799541 0.3 0.2 0.1
C -1.187777 -3.779285 -1.407096 0.0 0.0 0.0
H -0.458828 -3.197307 3.146613 0.0 0.0 0.0
C 2.439862 -3.732164 -4.276496 0.0 0.0 0.0
H -2.701026 5.806053 0.942800 0.0 0.0 0.0
C 3.865764 3.410367 1.020744 0.1 0.1 -0.1
H -1.283777 0.110678 6.888817 0.0 0.0 0.0
H 2.647870 -1.391128 -0.021520 0.0 -0.1 0.1
H 0.714476 0.411927 8.322391 0.0 0.0 0.0
H -0.528946 -2.185184 -4.708733 0.0 0.0 0.0
C 1.329594 0.317288 -6.159346 0.0 0.0 0.0
C -3.855346 4.102939 1.553003 0.0 0.0 0.0
C 1.599300 0.820357 -7.423410 0.0 0.0 0.0
C -0.135833 -4.251005 -5.159068 0.0 0.0 0.0
H 1.648240 -0.919245 1.387884 0.0 0.0 0.0
H -1.126215 0.512957 4.453192 0.0 0.0 0.0
```
Forces are in eV/Å.

As for the charge: -1. The orbital gap (spin up / spin down) is 5.18 / 5.27 eV. The relative energy (zero: lowest compared OMol25 entry of this formula, charge and spin) is 11.3 kcal/mol. The value obtained for the lowest unoccupied orbital energy (spin up / spin down) is 0.0826 / 0.0827 Ha. The HOMO energy (spin up / spin down) is -2.9 / -3.0 eV.